1.
3 unconnected molecules or ions with the total composition C5H15N3O2, computed with ωB97M-V/def2-TZVPD.

Summary:
Charge = 0
M = 149.194 u
HOMO = -6.791 eV
Frontier orbital gap = 0.2816 hartree

Last column: Mulliken charge in e.
Cartesian coordinates (Å):
C -1.9459 0.4925 -0.9643  -0.0878
C -0.4921 -1.4429 0.3763  -0.8343
C -2.3767 1.0037 0.3664  -0.7955
N -1.0505 1.1239 -1.6653  -0.6118
O -0.7920 -1.2510 1.7345  -0.5423
H -0.0346 -0.7659 2.1055  0.4290
H -2.5235 -0.3219 -1.3982  0.4827
H -0.9181 0.7312 -2.5945  0.2369
H 0.1450 1.2687 -0.9338  0.4928
H -1.4040 -1.7179 -0.1505  0.3920
H 0.1317 -2.3350 0.2268  0.3544
H -2.5789 0.1877 1.0578  0.2438
H -1.6195 1.6547 0.7971  0.1774
H -3.2985 1.5806 0.2383  0.3593
C 1.8479 -0.9131 -1.1368  -1.4095
C 1.2978 -0.1933 0.0688  0.6607
N 1.8736 -0.4666 1.3150  -0.4973
O 0.7706 1.8499 1.0226  -0.4939
N 1.0618 1.1309 -0.1949  -0.3544
H 1.2602 2.6702 0.9041  0.3499
H 2.3719 -1.3422 1.3918  0.1887
H 2.3213 0.3236 1.7581  0.2112
H 1.1806 -0.7847 -1.9869  0.2788
H 1.9445 -1.9790 -0.9371  0.3750
H 2.8276 -0.5044 -1.4008  0.3942



2.
2 unconnected molecules or ions with the total composition C5H15N3O2S, computed with ωB97M-V/def2-TZVPD.

Summary:
Charge = 0
M = 181.261 u
HOMO (alpha / beta) = -8.865 / -8.365 eV
Frontier orbital gap (alpha / beta) = 0.3075 / 0.3192 hartree

Last column: Mulliken charge in e.
Cartesian coordinates (Å):
C 2.5046 -0.6921 -1.3996  -1.5179
C 2.9843 0.5167 0.7717  -1.2977
C -2.5740 -0.7850 1.2492  -0.7514
C -3.2612 1.2838 0.1027  -0.5838
C 2.0529 0.3608 -0.4866  0.5070
N -0.6338 1.7084 -1.3016  -0.4009
N -2.6736 -0.0558 0.0573  -0.2521
N -0.5962 0.4124 -1.0713  -0.1850
O 0.3128 -1.2364 0.7221  -0.7403
O 0.1368 1.1213 1.1112  -0.7261
S 0.4080 0.0851 0.1757  1.1909
H 1.7035 -0.9112 -2.0738  0.4097
H 3.4705 -0.5009 -1.9483  0.3793
H 2.8498 -1.6270 -0.9705  0.3173
H 2.7105 1.3124 1.5019  0.3341
H 4.0745 0.5830 0.5706  0.3722
H 2.8397 -0.3616 1.5481  0.2986
H -1.5875 -1.1943 1.3004  0.2085
H -2.6070 -0.1734 2.0926  0.3999
H -3.1926 -1.6259 1.2808  0.3841
H -2.5157 2.0573 -0.1216  0.1502
H -4.0633 1.4086 -0.6291  0.2768
H -3.7656 1.4179 1.1072  0.3322
H 1.7736 1.2014 -1.1268  0.3889
H -0.6323 2.1896 -0.4129  0.2680
H -1.1919 1.9997 -1.9979  0.2373



3.
A gas-phase ion, C5H15N4 (charge +1), computed with ωB97M-V/def2-TZVPD.

Summary:
Charge = +1
SMILES string = C[C@@H](N)C[C@@H](N)C(N)=[NH2+]
M = 131.203 u
HOMO = -12.905 eV
Frontier orbital gap = 0.3445 hartree

Last column: Mulliken charge in e.
Cartesian coordinates (Å):
C -0.5075 0.4839 -0.1319  -1.0569
C 0.9206 -0.1668 0.4125  0.1167
C -1.9073 -0.1086 0.2404  0.4314
C 2.4059 0.1202 -0.1326  0.2811
C -2.7972 1.1170 0.0804  -1.5681
N 0.8173 -1.6894 0.3268  -0.7575
N -2.2479 -1.1560 -0.7189  -0.6534
N 2.8022 1.3797 -0.3044  -0.3724
N 3.3162 -0.8197 0.0158  -0.2972
H -0.3576 1.5287 0.1774  0.4596
H -0.3106 0.5836 -1.2606  0.3615
H 0.8820 0.0990 1.4679  0.3519
H -3.9094 0.8697 0.1153  0.3644
H -2.4959 1.6729 -0.7402  0.4578
H -2.6954 1.8500 0.9452  0.3522
H 0.6126 -2.0856 1.2923  0.2576
H -0.0365 -2.0253 -0.1205  0.2792
H -3.0161 -1.7204 -0.3017  0.2686
H -2.7577 -0.7435 -1.4801  0.2903
H 2.0916 2.1108 -0.1981  0.2414
H 3.7213 1.6758 -0.7974  0.2764
H -1.8615 -0.4292 1.2385  0.4224
H 3.1395 -1.7719 0.3101  0.2690
H 4.1914 -0.7751 -0.4361  0.2240



4.
5 unconnected molecules or ions with the total composition C5H15N5O10, computed with ωB97M-V/def2-TZVPD.

Summary:
⟨S²⟩ = 0.755
Charge = -1
Spin multiplicity = 2
M = 305.200 u
HOMO (alpha / beta) = -0.854 / -6.543 eV
Frontier orbital gap (alpha / beta) = 0.1077 / 0.3306 hartree

Last column: Mulliken charge in e.
Cartesian coordinates (Å):
C -2.0826 0.0470 -2.4584  -0.6366
N -2.5407 -0.3840 -3.8261  0.8725
O -2.0511 -1.4438 -4.2111  -0.5355
O -3.4442 0.2845 -4.3330  -0.5473
H -1.5485 -0.7448 -1.9332  0.3120
H -2.9243 0.3783 -1.8502  0.2547
H -1.4681 0.9076 -2.7229  0.2589
C -3.2828 5.0621 0.2878  -0.8636
N -2.7889 3.8242 -0.2527  0.8202
O -3.3511 2.7482 0.0830  -0.6487
O -1.8964 3.8506 -1.0524  -0.6304
H -2.8586 5.2892 1.2658  0.2859
H -4.3705 5.0523 0.2175  0.2840
H -2.8709 5.7966 -0.4041  0.3016
C 2.9120 -3.8216 0.3278  -0.5767
N 3.0720 -4.6758 -0.8497  0.8569
O 4.1052 -5.1250 -1.2591  -0.5689
O 2.0331 -4.7941 -1.4683  -0.5172
H 2.2087 -4.3485 0.9726  0.2442
H 2.6018 -2.8339 -0.0135  0.2455
H 3.9276 -3.7566 0.7182  0.3218
C 2.2378 -1.6460 2.6773  -0.7668
N 2.1521 -0.3893 3.4596  0.9670
O 3.0994 -0.1820 4.1532  -0.5860
O 1.1402 0.2773 3.4478  -0.5275
H 2.7970 -1.4886 1.7549  0.2180
H 1.2181 -1.8655 2.3610  0.3355
H 2.5551 -2.4798 3.3036  0.3247
C 0.0477 1.5593 0.2574  -0.7983
N 0.4061 0.0729 0.2155  0.9433
O 1.5667 -0.2656 -0.1091  -0.7297
O -0.5178 -0.7287 0.3635  -0.7094
H 0.3794 2.0093 1.1931  0.2880
H -1.0333 1.6843 0.1950  0.2005
H 0.5695 2.1296 -0.5110  0.3074



5.
A gas-phase ion, C5H15N7 (charge +2), computed with ωB97M-V/def2-TZVPD.

Summary:
Charge = +2
SMILES string = [H]/N=C(\N)NC(=[NH2+])N/C(NC)=[NH+]\C
M = 173.224 u
HOMO = -17.141 eV
Frontier orbital gap = 0.3626 hartree

Last column: Mulliken charge in e.
Cartesian coordinates (Å):
C 0.7564 1.2647 -1.5229  0.3321
C 1.4184 -0.3550 0.3319  0.5903
C -1.0662 -0.3719 0.6902  0.3972
C -0.8631 -1.5820 -1.5186  -0.7029
C -1.1913 0.8517 2.8037  -0.7650
N 1.5247 0.2633 -0.8078  -0.1383
N -0.2260 1.7518 -0.9240  -0.4237
N 0.2471 -0.7311 0.9614  -0.1160
N 2.5808 -0.9049 0.7946  -0.3957
N -1.6196 -1.0009 -0.3489  -0.2117
N -1.7184 0.2272 1.6297  -0.1903
N 1.2853 1.5001 -2.7339  -0.3433
H -0.3493 -0.7594 -2.0803  0.2848
H -0.0775 -2.3771 -1.2745  0.2670
H -1.6098 -2.1951 -2.0618  0.3507
H -1.9677 1.2547 3.5507  0.3213
H -0.5185 0.1158 3.2980  0.2308
H -0.6375 1.7318 2.4049  0.3268
H 2.4168 -0.0061 -1.2519  0.2549
H -0.5940 2.5957 -1.4137  0.2406
H 0.4031 -1.0877 1.9390  0.3031
H 3.4981 -0.5007 0.7253  0.2800
H 2.3398 -1.4241 1.5590  0.1837
H -2.6550 -1.0109 -0.4804  0.2893
H -2.7505 0.3265 1.4234  0.2853
H 2.1466 1.1710 -2.9280  0.1289
H 0.8328 2.1261 -3.3500  0.2200



6.
2 unconnected molecules or ions with the total composition C5H15NO, computed with ωB97M-V/def2-TZVPD.

Summary:
⟨S²⟩ = 0.750
Charge = -1
Spin multiplicity = 2
M = 105.181 u
HOMO (alpha / beta) = 0.963 / -4.862 eV
Frontier orbital gap (alpha / beta) = 0.1017 / 0.3110 hartree

Last column: Mulliken charge in e.
Cartesian coordinates (Å):
C 0.2713 1.3329 -1.2271  -1.5965
N 0.5345 -0.0627 -0.9054  -0.0553
C -0.5477 -0.9874 -1.2319  -1.2412
C 0.2528 0.0581 1.5762  -2.3815
C 1.1633 -0.2812 0.3903  0.5366
C 1.6781 -1.7212 0.5007  -1.4052
H 0.3844 2.0073 -0.3788  0.4454
H 0.8860 1.6427 -2.0741  0.1441
H -0.7770 1.5021 -1.4085  0.6692
H -1.3203 -0.4623 -1.7873  0.5140
H -1.0452 -1.3731 -0.3474  0.1159
H -0.2176 -1.7780 -1.9164  0.3987
H 0.7386 0.2230 2.5399  0.4898
H -0.4883 -0.7342 1.6918  0.1463
H -0.3076 0.9858 1.4555  0.8370
H 2.0141 0.3906 0.4183  0.5467
H 1.5230 -2.3015 -0.4001  0.3225
H 2.7607 -1.7566 0.6578  0.3679
H 1.2035 -2.2128 1.3338  0.3475
H -3.5046 2.2686 0.0842  0.3883
H -2.4637 1.5888 0.9801  0.3012
O -2.7383 1.6708 0.0485  -0.8917



7.
2 unconnected molecules or ions with the total composition C5H15NO, computed with ωB97M-V/def2-TZVPD.

Summary:
Charge = 0
SMILES string = CCC[C@@H](C)N.O
M = 105.181 u
HOMO = -9.431 eV
Frontier orbital gap = 0.3734 hartree

Last column: Mulliken charge in e.
Cartesian coordinates (Å):
C 0.9170 1.2659 -1.3599  -1.4203
C 0.0184 0.2410 -0.5924  0.5272
C 0.2499 -1.1162 -1.2703  -1.0963
C -0.4989 -2.3260 -0.7544  -0.4775
C -0.0519 -2.7711 0.6536  -1.0674
N -1.3919 0.5916 -0.5175  -0.6563
H 1.8686 1.4573 -0.8608  0.3227
H 0.4012 2.2115 -1.5332  0.4053
H 1.2120 0.8791 -2.3382  0.3263
H 0.4119 0.2101 0.4253  0.2834
H 1.3343 -1.2882 -1.3251  0.3683
H 0.0691 -0.9673 -2.3461  0.4639
H -0.4718 -3.0972 -1.5270  0.3365
H -1.5641 -2.1069 -0.6242  0.2568
H -0.8051 -3.4084 1.1046  0.3234
H 0.0910 -1.8562 1.2328  0.2732
H 0.9345 -3.2427 0.6574  0.2941
H -1.4672 1.4211 0.0670  0.2969
H -1.7030 0.9453 -1.4211  0.2399
H 0.2292 5.0336 4.4778  0.3229
H -0.2633 3.6624 3.8941  0.3168
O 0.4800 4.2612 3.9576  -0.6398



8.
2 unconnected molecules or ions with the total composition C5H15NO, computed with ωB97M-V/def2-TZVPD.

Summary:
Charge = 0
SMILES string = CC(C)[C@@H](C)N.O
M = 105.181 u
HOMO = -9.711 eV
Frontier orbital gap = 0.3892 hartree

Last column: Mulliken charge in e.
Cartesian coordinates (Å):
C 1.6311 1.2250 1.2201  -1.2505
C 0.2903 0.9621 0.5514  0.2843
C -0.2675 -0.4024 0.9005  0.1881
C -1.7048 -0.7575 0.4373  -1.1225
C 0.8395 -1.5890 0.6095  -1.2298
N 0.2851 1.1373 -0.9033  -0.5421
H 1.6539 1.6940 2.2440  0.3359
H 2.1872 2.1427 0.6940  0.3027
H 2.3813 0.3683 1.1942  0.2600
H -0.3684 1.6758 1.0655  0.3465
H -0.2394 -0.4227 1.9640  0.3011
H -2.5036 -0.0076 0.9214  0.2614
H -1.7348 -0.7602 -0.7533  0.0760
H -2.0349 -1.7377 0.7142  0.4379
H 1.5960 -1.5966 1.4312  0.3219
H 1.3057 -1.4489 -0.3910  0.2608
H 0.4166 -2.6106 0.6221  0.3600
H 0.9711 0.5692 -1.2835  0.1936
H 0.5551 1.9953 -1.1532  0.2409
H -0.9731 -0.3870 -3.3809  0.3058
H -2.4133 0.2848 -3.0755  0.3228
O -1.8729 -0.3343 -3.6288  -0.6549



Which value of M does entry 1 give? 149.194 u



Please write out number 4 again, unchanged.
5 unconnected molecules or ions with the total composition C5H15N5O10, computed with ωB97M-V/def2-TZVPD.

Summary:
⟨S²⟩ = 0.755
Charge = -1
Spin multiplicity = 2
M = 305.200 u
HOMO (alpha / beta) = -0.854 / -6.543 eV
Frontier orbital gap (alpha / beta) = 0.1077 / 0.3306 hartree

Last column: Mulliken charge in e.
Cartesian coordinates (Å):
C -2.0826 0.0470 -2.4584  -0.6366
N -2.5407 -0.3840 -3.8261  0.8725
O -2.0511 -1.4438 -4.2111  -0.5355
O -3.4442 0.2845 -4.3330  -0.5473
H -1.5485 -0.7448 -1.9332  0.3120
H -2.9243 0.3783 -1.8502  0.2547
H -1.4681 0.9076 -2.7229  0.2589
C -3.2828 5.0621 0.2878  -0.8636
N -2.7889 3.8242 -0.2527  0.8202
O -3.3511 2.7482 0.0830  -0.6487
O -1.8964 3.8506 -1.0524  -0.6304
H -2.8586 5.2892 1.2658  0.2859
H -4.3705 5.0523 0.2175  0.2840
H -2.8709 5.7966 -0.4041  0.3016
C 2.9120 -3.8216 0.3278  -0.5767
N 3.0720 -4.6758 -0.8497  0.8569
O 4.1052 -5.1250 -1.2591  -0.5689
O 2.0331 -4.7941 -1.4683  -0.5172
H 2.2087 -4.3485 0.9726  0.2442
H 2.6018 -2.8339 -0.0135  0.2455
H 3.9276 -3.7566 0.7182  0.3218
C 2.2378 -1.6460 2.6773  -0.7668
N 2.1521 -0.3893 3.4596  0.9670
O 3.0994 -0.1820 4.1532  -0.5860
O 1.1402 0.2773 3.4478  -0.5275
H 2.7970 -1.4886 1.7549  0.2180
H 1.2181 -1.8655 2.3610  0.3355
H 2.5551 -2.4798 3.3036  0.3247
C 0.0477 1.5593 0.2574  -0.7983
N 0.4061 0.0729 0.2155  0.9433
O 1.5667 -0.2656 -0.1091  -0.7297
O -0.5178 -0.7287 0.3635  -0.7094
H 0.3794 2.0093 1.1931  0.2880
H -1.0333 1.6843 0.1950  0.2005
H 0.5695 2.1296 -0.5110  0.3074



Repeat the fifth record exactly.
A gas-phase ion, C5H15N7 (charge +2), computed with ωB97M-V/def2-TZVPD.

Summary:
Charge = +2
SMILES string = [H]/N=C(\N)NC(=[NH2+])N/C(NC)=[NH+]\C
M = 173.224 u
HOMO = -17.141 eV
Frontier orbital gap = 0.3626 hartree

Last column: Mulliken charge in e.
Cartesian coordinates (Å):
C 0.7564 1.2647 -1.5229  0.3321
C 1.4184 -0.3550 0.3319  0.5903
C -1.0662 -0.3719 0.6902  0.3972
C -0.8631 -1.5820 -1.5186  -0.7029
C -1.1913 0.8517 2.8037  -0.7650
N 1.5247 0.2633 -0.8078  -0.1383
N -0.2260 1.7518 -0.9240  -0.4237
N 0.2471 -0.7311 0.9614  -0.1160
N 2.5808 -0.9049 0.7946  -0.3957
N -1.6196 -1.0009 -0.3489  -0.2117
N -1.7184 0.2272 1.6297  -0.1903
N 1.2853 1.5001 -2.7339  -0.3433
H -0.3493 -0.7594 -2.0803  0.2848
H -0.0775 -2.3771 -1.2745  0.2670
H -1.6098 -2.1951 -2.0618  0.3507
H -1.9677 1.2547 3.5507  0.3213
H -0.5185 0.1158 3.2980  0.2308
H -0.6375 1.7318 2.4049  0.3268
H 2.4168 -0.0061 -1.2519  0.2549
H -0.5940 2.5957 -1.4137  0.2406
H 0.4031 -1.0877 1.9390  0.3031
H 3.4981 -0.5007 0.7253  0.2800
H 2.3398 -1.4241 1.5590  0.1837
H -2.6550 -1.0109 -0.4804  0.2893
H -2.7505 0.3265 1.4234  0.2853
H 2.1466 1.1710 -2.9280  0.1289
H 0.8328 2.1261 -3.3500  0.2200



Please write out number 1 again, unchanged.
3 unconnected molecules or ions with the total composition C5H15N3O2, computed with ωB97M-V/def2-TZVPD.

Summary:
Charge = 0
M = 149.194 u
HOMO = -6.791 eV
Frontier orbital gap = 0.2816 hartree

Last column: Mulliken charge in e.
Cartesian coordinates (Å):
C -1.9459 0.4925 -0.9643  -0.0878
C -0.4921 -1.4429 0.3763  -0.8343
C -2.3767 1.0037 0.3664  -0.7955
N -1.0505 1.1239 -1.6653  -0.6118
O -0.7920 -1.2510 1.7345  -0.5423
H -0.0346 -0.7659 2.1055  0.4290
H -2.5235 -0.3219 -1.3982  0.4827
H -0.9181 0.7312 -2.5945  0.2369
H 0.1450 1.2687 -0.9338  0.4928
H -1.4040 -1.7179 -0.1505  0.3920
H 0.1317 -2.3350 0.2268  0.3544
H -2.5789 0.1877 1.0578  0.2438
H -1.6195 1.6547 0.7971  0.1774
H -3.2985 1.5806 0.2383  0.3593
C 1.8479 -0.9131 -1.1368  -1.4095
C 1.2978 -0.1933 0.0688  0.6607
N 1.8736 -0.4666 1.3150  -0.4973
O 0.7706 1.8499 1.0226  -0.4939
N 1.0618 1.1309 -0.1949  -0.3544
H 1.2602 2.6702 0.9041  0.3499
H 2.3719 -1.3422 1.3918  0.1887
H 2.3213 0.3236 1.7581  0.2112
H 1.1806 -0.7847 -1.9869  0.2788
H 1.9445 -1.9790 -0.9371  0.3750
H 2.8276 -0.5044 -1.4008  0.3942